1.
{
  "formula": "C4H9N3O",
  "method": "wB97M-V/def2-TZVPD",
  "e_tot_ha": -396.92575,
  "e_above_lowest_kcal_mol": 266.62,
  "orbital_gap_ev": 8.39,
  "elements": ["C", "C", "C", "C", "H", "H", "H", "H", "H", "H", "H", "H", "H", "N", "N", "N", "O"],
  "positions_angstrom": [[1.883, -1.080, 0.327], [1.924, 1.420, -0.071], [-0.703, -0.954, -0.087], [-3.648, 0.553, -0.050], [2.998, -1.293, 0.465], [1.426, -1.531, 1.330], [1.572, -1.750, -0.771], [2.493, 1.869, 0.980], [1.185, 2.321, -0.358], [2.765, 1.584, -0.919], [-0.528, -2.147, 0.002], [-3.560, 0.009, -1.583], [-4.504, 1.249, 0.857], [1.287, 0.073, -0.249], [0.016, 0.057, -0.143], [-2.544, 0.363, 0.578], [-2.063, -0.744, -0.307]],
  "nbo_charge": [-0.46, -0.45, 0.26, -0.11, 0.23, 0.20, 0.20, 0.20, 0.24, 0.20, 0.18, 0.23, 0.23, -0.26, -0.26, -0.19, -0.45]
}

=====

2.
{
  "formula": "C23H26BrFIrN2O11P2",
  "method": "wB97M-V/def2-TZVPD",
  "multiplicity": 2,
  "e_tot_ha": -5290.38113,
  "e_above_lowest_kcal_mol": 0.00,
  "orbital_gap_ev": [8.40, 6.00],
  "elements": ["Ir", "N", "C", "C", "P", "O", "O", "O", "P", "O", "O", "O", "H", "H", "H", "H", "H", "H", "H", "H", "Br", "C", "C", "C", "C", "C", "C", "C", "C", "C", "C", "H", "H", "H", "H", "H", "H", "F", "O", "C", "O", "C", "C", "C", "C", "O", "C", "O", "C", "C", "H", "H", "H", "H", "H", "C", "N", "C", "C", "O", "H", "H", "H", "H", "H", "H", "H"],
  "positions_angstrom": [[-1.116, 0.272, 0.510], [-3.265, 4.776, 0.931], [-2.562, 3.537, 1.461], [-2.359, 3.684, 2.965], [-0.917, 3.555, 0.528], [0.175, 3.627, 1.658], [-1.001, 4.822, -0.252], [-0.757, 2.256, -0.248], [-3.725, 2.151, 0.998], [-4.390, 1.683, 2.375], [-4.733, 2.776, 0.112], [-2.972, 0.932, 0.472], [-3.565, 5.391, 1.682], [-4.077, 4.438, 0.378], [-2.547, 5.231, 0.309], [-1.726, 4.546, 3.181], [-1.852, 2.800, 3.345], [-3.318, 3.785, 3.475], [0.651, 2.765, 1.770], [-3.891, 0.958, 2.775], [-3.872, -1.474, -0.838], [-2.649, -2.891, -0.545], [-2.903, -4.038, -1.248], [-2.186, -5.217, -0.984], [-1.278, -5.225, 0.033], [-1.001, -4.049, 0.768], [-0.096, -4.123, 1.860], [0.171, -3.023, 2.615], [-0.383, -1.783, 2.246], [-1.208, -1.632, 1.144], [-1.630, -2.814, 0.441], [-3.697, -4.039, -1.982], [-2.397, -6.114, -1.552], [-0.756, -6.134, 0.305], [0.355, -5.082, 2.087], [0.837, -3.080, 3.466], [-0.091, -0.904, 2.804], [-1.150, 0.953, 2.355], [1.669, 1.342, 1.737], [1.793, 0.557, 0.811], [0.817, -0.020, 0.160], [3.146, 0.084, 0.387], [3.292, -0.965, -0.511], [4.556, -1.412, -0.907], [5.635, -0.761, -0.365], [6.960, -0.987, -0.602], [7.670, -0.129, 0.295], [6.727, 0.758, 0.888], [5.491, 0.285, 0.532], [4.264, 0.733, 0.933], [2.405, -1.447, -0.897], [4.682, -2.230, -1.602], [8.407, 0.445, -0.265], [8.145, -0.734, 1.072], [4.137, 1.547, 1.632], [0.118, 0.782, -4.572], [-0.606, -0.017, -3.586], [-1.507, -1.095, -3.987], [-0.538, 0.307, -2.311], [-1.208, -0.320, -1.460], [0.069, 0.278, -5.533], [1.165, 0.881, -4.289], [-0.321, 1.774, -4.677], [-1.342, -1.319, -5.036], [-2.546, -0.805, -3.829], [-1.311, -1.982, -3.385], [0.114, 1.133, -2.034]],
  "lowdin_spin": [0.70, 0.00, 0.00, 0.00, 0.00, 0.00, 0.00, 0.01, 0.01, 0.00, 0.00, 0.06, 0.00, 0.00, 0.00, 0.00, 0.00, 0.00, 0.00, 0.00, 0.00, 0.00, 0.02, 0.00, 0.01, 0.00, 0.07, 0.00, 0.08, -0.02, 0.01, 0.00, 0.00, 0.00, 0.00, 0.00, 0.00, 0.00, 0.01, 0.00, 0.04, 0.00, 0.00, 0.00, 0.00, 0.00, 0.00, 0.00, 0.00, 0.00, 0.00, 0.00, 0.00, 0.00, 0.00, 0.00, 0.00, 0.00, 0.00, 0.00, 0.00, 0.00, 0.00, 0.00, 0.00, 0.00, 0.00]
}

=====

3.
{
  "formula": "C53H37Cl2F8N2O6PS2V",
  "method": "wB97M-V/def2-TZVPD",
  "multiplicity": 4,
  "e_tot_ha": -6404.03781,
  "charge": -2,
  "e_above_lowest_kcal_mol": 4.23,
  "orbital_gap_ev": [5.86, 7.38],
  "elements": ["V", "Cl", "C", "Cl", "H", "H", "O", "S", "O", "O", "C", "C", "C", "C", "C", "C", "P", "C", "C", "C", "C", "C", "C", "C", "C", "C", "C", "C", "C", "H", "H", "H", "H", "H", "H", "H", "H", "H", "H", "H", "H", "H", "H", "F", "C", "C", "C", "F", "C", "F", "C", "F", "C", "F", "O", "C", "N", "C", "C", "O", "N", "C", "C", "C", "C", "C", "C", "C", "C", "C", "C", "C", "C", "H", "H", "H", "H", "H", "H", "H", "H", "H", "H", "H", "F", "C", "F", "F", "O", "S", "C", "C", "C", "C", "C", "C", "C", "C", "C", "C", "C", "C", "H", "H", "H", "H", "H", "H", "H", "H", "H", "H"],
  "positions_angstrom": [[0.501, -0.039, 0.152], [4.289, -0.674, 1.623], [5.206, -0.089, 0.238], [4.486, 1.363, -0.486], [5.214, -0.866, -0.520], [6.211, 0.159, 0.563], [0.444, -1.008, 4.613], [1.089, -1.616, 3.456], [2.506, -1.863, 3.644], [0.764, -0.928, 2.212], [0.336, -3.250, 3.384], [0.670, -4.045, 4.485], [0.114, -5.296, 4.652], [-0.802, -5.767, 3.717], [-1.125, -4.987, 2.626], [-0.553, -3.723, 2.420], [-1.074, -2.791, 0.895], [-0.875, -4.103, -0.381], [-1.494, -3.919, -1.620], [-1.264, -4.793, -2.670], [-0.387, -5.858, -2.516], [0.257, -6.037, -1.300], [0.014, -5.169, -0.244], [-2.879, -2.857, 1.272], [-3.285, -2.038, 2.329], [-4.614, -1.982, 2.709], [-5.569, -2.735, 2.037], [-5.176, -3.554, 0.990], [-3.839, -3.617, 0.613], [1.374, -3.649, 5.204], [0.385, -5.899, 5.511], [-1.262, -6.741, 3.839], [-1.836, -5.359, 1.899], [-2.119, -3.051, -1.778], [-1.747, -4.619, -3.625], [-0.186, -6.528, -3.344], [0.974, -6.838, -1.175], [0.546, -5.314, 0.687], [-2.550, -1.431, 2.843], [-4.907, -1.330, 3.523], [-6.613, -2.679, 2.324], [-5.911, -4.150, 0.460], [-3.547, -4.273, -0.197], [2.036, -2.992, 0.732], [2.411, -2.604, -0.515], [2.073, -1.350, -0.988], [2.582, -1.088, -2.247], [2.373, 0.111, -2.855], [3.341, -1.978, -2.990], [3.813, -1.664, -4.219], [3.633, -3.220, -2.463], [4.374, -4.105, -3.163], [3.169, -3.537, -1.203], [3.488, -4.739, -0.674], [-0.958, -1.098, -1.971], [-0.861, 0.079, -2.294], [-1.565, 0.679, -3.321], [-1.335, 2.105, -3.322], [-0.220, 2.197, -2.209], [0.336, 3.251, -1.953], [-0.046, 0.981, -1.673], [-2.506, 2.933, -2.819], [-2.423, 4.325, -2.853], [-3.443, 5.105, -2.335], [-4.559, 4.507, -1.762], [-4.633, 3.126, -1.699], [-3.610, 2.343, -2.220], [-0.787, 2.538, -4.677], [0.529, 2.212, -5.003], [1.040, 2.509, -6.256], [0.244, 3.135, -7.208], [-1.068, 3.455, -6.895], [-1.579, 3.157, -5.636], [-2.377, 0.238, -3.713], [-1.538, 4.788, -3.269], [-3.359, 6.186, -2.360], [-5.352, 5.117, -1.344], [-5.475, 2.645, -1.215], [-3.650, 1.269, -2.100], [1.154, 1.717, -4.268], [2.065, 2.249, -6.488], [0.644, 3.368, -8.187], [-1.701, 3.938, -7.630], [-2.603, 3.415, -5.398], [-2.582, 0.418, 0.181], [-1.460, 0.869, 0.886], [-1.884, 0.746, 2.204], [-1.560, 2.255, 0.702], [1.564, 1.543, 1.136], [1.121, 1.968, 2.506], [0.822, 3.733, 2.334], [0.639, 4.526, 3.459], [0.326, 5.866, 3.298], [0.190, 6.398, 2.019], [0.368, 5.589, 0.906], [0.685, 4.245, 1.056], [2.644, 2.095, 3.442], [2.746, 1.399, 4.633], [3.960, 1.408, 5.312], [5.045, 2.094, 4.791], [4.932, 2.775, 3.580], [3.729, 2.773, 2.899], [0.746, 4.099, 4.450], [0.185, 6.495, 4.168], [-0.064, 7.444, 1.895], [0.246, 5.988, -0.093], [0.804, 3.607, 0.189], [1.903, 0.819, 4.993], [4.061, 0.850, 6.234], [5.993, 2.084, 5.316], [5.789, 3.291, 3.164], [3.625, 3.262, 1.938]],
  "lowdin_spin": [2.81, 0.00, 0.00, 0.00, 0.00, 0.00, 0.00, 0.00, 0.00, 0.02, 0.00, 0.00, 0.00, 0.00, 0.00, 0.00, 0.01, 0.00, 0.00, 0.00, 0.00, 0.00, 0.00, 0.00, 0.00, 0.00, 0.00, 0.00, 0.00, 0.00, 0.00, 0.00, 0.00, 0.00, 0.00, 0.00, 0.00, 0.00, 0.00, 0.00, 0.00, 0.00, 0.00, 0.00, 0.01, 0.01, 0.01, 0.00, 0.00, 0.00, 0.01, 0.00, 0.00, 0.00, 0.01, 0.01, 0.00, 0.00, 0.01, 0.01, 0.01, 0.00, 0.00, 0.00, 0.00, 0.00, 0.00, 0.00, 0.00, 0.00, 0.00, 0.00, 0.00, 0.00, 0.00, 0.00, 0.00, 0.00, 0.00, 0.00, 0.00, 0.00, 0.00, 0.00, 0.00, 0.01, 0.00, 0.00, 0.04, 0.01, 0.00, 0.00, 0.00, 0.00, 0.00, 0.00, 0.00, 0.00, 0.00, 0.00, 0.00, 0.00, 0.00, 0.00, 0.00, 0.00, 0.00, 0.00, 0.00, 0.00, 0.00, 0.00]
}